Entry i
The following is a quantum chemistry calculation of a 2-piece molecular cluster, C2H6O2S2 overall, from the OMol25 dataset.

Output
structure (SMILES)	O=CO.CSS
HOMO level	-8.20	eV

Last column: natural (NBO) charge in e.
Atoms and positions in Å:
C  -1.07774  -1.92820  0.62353  -0.7322
S  -1.00241  -0.49892  -0.49524  0.0706
S  -1.47869  1.08925  0.83348  -0.1303
H  -0.07632  -2.13318  0.99641  0.2241
H  -1.71228  -1.75265  1.48299  0.2203
H  -1.41318  -2.78177  0.04172  0.2325
H  -1.96009  0.29870  1.78892  0.1201
O  2.42583  0.57371  -0.38190  -0.5580
C  1.79303  1.14573  -1.21963  0.6490
O  1.12155  2.31653  -0.99448  -0.7119
H  1.69944  0.81266  -2.26114  0.1193
H  1.68088  2.85815  -0.41465  0.4966



Entry ii
The following is a quantum chemistry calculation of a 2-piece molecular cluster, C2H6O2S2 overall, from the OMol25 dataset.

Output
structure (SMILES)	O=CO.CSS
HOMO level	-9.63	eV

Last column: natural (NBO) charge in e.
Atoms and positions in Å:
C  2.20652  0.83334  -0.46644  -0.7329
S  0.87500  -0.26345  -1.09238  0.0332
S  0.65783  -1.74182  0.30805  -0.1105
H  2.52491  0.51451  0.52241  0.2426
H  3.01054  0.72188  -1.17988  0.2242
H  1.80435  1.85054  -0.39308  0.2315
H  1.37750  -2.68252  -0.32724  0.1282
O  -1.65238  1.81421  1.58673  -0.5314
C  -1.97620  1.44409  0.50257  0.6477
O  -2.28104  0.15202  0.20817  -0.7239
H  -2.02473  2.14927  -0.35336  0.0946
H  -1.57598  -0.13159  -0.40439  0.4966



Which is most stable, and by how much? entry ii, by 3.7 kcal/mol.